Below is a 4-piece molecular cluster, C24H57B2FNO6 overall in a non-equilibrium geometry, with properties calculated with the ωB97M-V functional and the def2-TZVPD basis.

Results
Net charge: -1
DFT total energy, Eh: -1604.4384

XYZ file:
```
91
Properties=species:S:1:pos:R:3:lowdin_charge:R:1
C 2.646 -4.655 -2.214 -0.06
C 3.924 -3.826 -2.125 -0.28
O 3.822 -2.627 -2.849 0.03
B 3.152 -1.541 -2.274 -0.52
O 3.230 -1.431 -0.847 0.06
B 2.306 -0.322 -3.112 -0.46
C 0.775 -0.099 -2.515 -0.19
C -0.073 -1.333 -2.295 -0.22
C -1.475 -1.043 -1.700 -0.19
C -2.299 -0.002 -2.426 -0.20
N -2.679 -0.320 -3.832 -0.11
C -3.905 0.413 -4.162 -0.09
C -2.926 -1.728 -4.027 -0.46
C -4.112 -2.381 -3.330 -0.02
O -2.233 -2.394 -4.797 0.09
C 2.363 -0.457 -4.763 -0.15
C 1.362 -1.401 -5.396 -0.43
C 1.549 -1.559 -6.902 -0.06
F 1.467 -2.685 -4.854 -0.03
H 2.610 -5.166 -3.173 0.07
H 2.621 -5.405 -1.425 0.07
H 1.758 -4.032 -2.171 0.07
H 4.210 -3.674 -1.084 0.10
H 4.727 -4.410 -2.578 0.11
H 2.612 -2.025 -0.423 0.07
H 2.931 0.714 -2.823 0.08
H 0.873 0.425 -1.555 0.08
H 0.262 0.604 -3.179 0.09
H 0.397 -2.004 -1.572 0.10
H -0.206 -1.915 -3.205 0.09
H -2.027 -1.969 -1.537 0.10
H -1.288 -0.625 -0.707 0.10
H -1.752 0.935 -2.452 0.11
H -3.213 0.193 -1.850 0.11
H -4.767 0.076 -3.578 0.07
H -3.749 1.455 -3.897 0.09
H -4.124 0.349 -5.223 0.09
H -3.886 -3.440 -3.266 0.08
H -4.287 -2.009 -2.327 0.07
H -5.005 -2.268 -3.937 0.08
H 2.268 0.508 -5.266 0.09
H 3.362 -0.830 -5.025 0.09
H 0.356 -1.020 -5.212 0.12
H 0.743 -2.159 -7.322 0.06
H 1.639 -0.596 -7.389 0.07
H 2.477 -2.112 -7.046 0.07
C 4.792 0.933 4.202 -0.08
C 3.619 0.013 3.904 -0.29
O 2.418 0.691 3.593 -0.17
C 2.464 1.538 2.451 -0.27
C 2.813 0.825 1.160 -0.07
H 4.548 1.609 5.024 0.08
H 5.667 0.345 4.480 0.07
H 5.062 1.540 3.337 0.07
H 3.393 -0.581 4.791 0.11
H 3.879 -0.692 3.108 0.11
H 3.144 2.380 2.632 0.11
H 1.462 1.961 2.372 0.09
H 3.809 0.386 1.180 0.07
H 2.778 1.519 0.321 0.09
H 2.109 0.021 0.960 0.07
C -1.583 2.686 2.587 -0.07
C -1.547 2.795 1.071 -0.27
O -2.703 3.395 0.512 -0.16
C -2.975 4.718 0.921 -0.29
C -1.872 5.711 0.591 -0.08
H -2.461 2.122 2.906 0.08
H -0.690 2.176 2.949 0.06
H -1.624 3.665 3.070 0.07
H -1.498 1.798 0.634 0.11
H -0.644 3.322 0.743 0.11
H -3.211 4.750 1.992 0.10
H -3.886 5.000 0.392 0.12
H -0.941 5.477 1.108 0.07
H -2.174 6.717 0.887 0.07
H -1.668 5.709 -0.481 0.08
C -3.238 1.130 6.138 -0.08
C -3.023 -0.257 6.719 -0.29
O -2.604 -1.215 5.769 -0.16
C -1.374 -0.937 5.115 -0.27
C -0.185 -0.832 6.054 -0.07
H -3.969 1.095 5.329 0.08
H -3.601 1.811 6.909 0.07
H -2.314 1.546 5.733 0.06
H -3.966 -0.636 7.115 0.12
H -2.322 -0.217 7.560 0.10
H -1.461 -0.034 4.502 0.10
H -1.221 -1.766 4.426 0.12
H -0.289 -0.007 6.761 0.07
H 0.728 -0.664 5.483 0.06
H -0.077 -1.753 6.630 0.08
```